1.
{
  "formula": "C42H52Cl2FNO22P2",
  "method": "ωB97M-V/def2-TZVPD",
  "species": ["C", "C", "O", "C", "C", "C", "C", "C", "C", "C", "N", "C", "C", "C", "C", "C", "O", "C", "C", "C", "O", "C", "C", "C", "C", "F", "C", "P", "P", "O", "O", "O", "C", "C", "Cl", "C", "C", "Cl", "C", "O", "H", "H", "H", "H", "H", "H", "H", "H", "H", "H", "H", "H", "H", "H", "H", "H", "H", "H", "H", "H", "H", "H", "H", "H", "H", "H", "H", "H", "H", "H", "H", "H", "O", "C", "O", "C", "C", "O", "H", "H", "H", "H", "O", "C", "O", "C", "C", "O", "H", "H", "H", "H", "O", "C", "O", "C", "C", "O", "H", "H", "H", "H", "O", "C", "O", "C", "C", "O", "H", "H", "H", "H", "O", "C", "O", "C", "C", "O", "H", "H", "H", "H"],
  "xyz": [[0.20861, 2.75482, 4.18108], [-0.35312, 3.69341, 3.11571], [-1.74229, 3.46952, 2.98165], [-2.26360, 3.80043, 1.71688], [-2.61310, 2.57689, 0.83519], [-1.33825, 1.85084, 0.46777], [-0.49859, 2.34765, -0.55030], [-0.81068, 3.58426, -1.35692], [-2.07181, 3.48199, -2.26053], [-1.72974, 3.32389, -3.75470], [-2.05092, 1.93968, -4.18046], [0.68385, 1.67357, -0.84054], [1.07526, 0.53609, -0.14085], [2.36536, -0.13443, -0.55781], [2.02120, -1.25676, -1.54127], [3.24945, -1.83125, -2.22940], [1.28243, -2.31190, -0.88767], [0.26811, 0.04546, 0.88077], [-0.95583, 0.69566, 1.16370], [-1.79324, 0.06987, 2.23808], [-2.47798, 0.67528, 3.00751], [-1.70678, -1.42451, 2.33721], [-0.46928, -2.02012, 2.08326], [-0.32604, -3.38237, 2.20293], [-1.38386, -4.18571, 2.56630], [-1.19302, -5.50012, 2.70772], [-2.64560, -3.64490, 2.79543], [-4.06285, -4.67236, 3.30714], [-3.97800, -6.51966, 2.18328], [-3.15708, -7.55893, 2.81292], [-5.51172, -6.96204, 2.11213], [-3.48877, -6.27480, 0.66885], [-2.78953, -2.24925, 2.67126], [-4.12805, -1.62935, 2.90174], [-4.52456, -1.04885, 4.47426], [-5.00001, -1.52006, 1.90288], [-6.36818, -0.94127, 1.97108], [-4.56765, -2.12657, 0.33089], [0.64951, -1.13852, 1.69242], [1.78487, -1.38583, 2.00789], [0.20315, 3.19372, 5.17374], [1.20981, 2.41255, 3.93117], [-0.42730, 1.87081, 4.22168], [-0.15331, 4.72211, 3.43552], [0.19524, 3.52708, 2.18542], [-3.12608, 4.46189, 1.80061], [-1.49216, 4.34689, 1.17283], [-3.33312, 1.92836, 1.31854], [-3.09637, 2.99968, -0.03982], [0.02676, 3.71878, -2.03412], [-0.84924, 4.48005, -0.74337], [-2.70334, 2.64716, -1.98270], [-2.61788, 4.41883, -2.14759], [-0.68234, 3.53419, -3.94523], [-2.35288, 4.00168, -4.34147], [-3.02192, 1.90019, -4.46496], [-1.52717, 1.70386, -5.01597], [1.32618, 2.04384, -1.63595], [2.96158, 0.58252, -1.11456], [2.92564, -0.50399, 0.28947], [1.33941, -0.83358, -2.28102], [3.42456, -1.27972, -3.15139], [3.03741, -2.85526, -2.52573], [4.12645, -1.79552, -1.59041], [0.37799, -2.27174, -1.20426], [0.62187, -3.87272, 2.01656], [-5.21676, -4.05478, 2.80263], [-5.73410, -7.34933, 1.25215], [-2.86453, -6.97382, 0.43384], [-6.43824, -0.09156, 1.29151], [-7.06713, -1.67957, 1.57885], [-6.64130, -0.61532, 2.96519], [2.70350, 1.86229, -3.17069], [3.03528, 3.00914, -3.19042], [2.18190, 4.04591, -3.33636], [2.90578, 5.25611, -3.06722], [4.33048, 4.84259, -3.35050], [4.30376, 3.43645, -3.06218], [2.56231, 6.06305, -3.70864], [2.74749, 5.53354, -2.02317], [4.60118, 4.98132, -4.39423], [5.05610, 5.35029, -2.71999], [4.50727, 3.79501, 2.28732], [4.48102, 2.65543, 2.62585], [4.14968, 2.22715, 3.86698], [4.00862, 0.80002, 3.81767], [4.85479, 0.43052, 2.62498], [4.77483, 1.60879, 1.81439], [4.35196, 0.34357, 4.74226], [2.95527, 0.55555, 3.67024], [5.89975, 0.25263, 2.88753], [4.46931, -0.43499, 2.09166], [2.48894, -0.70416, 6.75085], [1.95038, -1.70774, 6.41554], [0.66595, -2.03201, 6.70590], [0.32013, -3.18952, 5.93878], [1.66820, -3.81902, 5.66858], [2.54027, -2.68575, 5.68381], [-0.34785, -3.83968, 6.49817], [-0.17861, -2.86432, 5.02283], [1.97227, -4.51131, 6.45583], [1.71717, -4.32905, 4.70946], [-6.63288, -9.19933, -0.62812], [-5.87608, -8.69580, -1.39167], [-5.00031, -9.36933, -2.17498], [-4.41853, -8.44077, -3.09758], [-4.59834, -7.12306, -2.37505], [-5.76285, -7.35820, -1.58248], [-3.37733, -8.68896, -3.28555], [-4.96902, -8.48160, -4.03895], [-3.76731, -6.89533, -1.70914], [-4.75183, -6.28454, -3.04916], [3.55894, 5.90256, -6.35275], [4.52864, 6.05823, -7.02343], [5.72903, 5.48270, -6.77554], [6.57446, 5.71226, -7.90822], [5.95457, 6.94869, -8.52388], [4.58296, 6.83015, -8.13038], [7.60448, 5.85943, -7.59517], [6.52221, 4.84422, -8.56699], [6.36066, 7.87230, -8.10832], [6.04202, 6.97755, -9.60649]],
  "forces_ev_per_a": [[-0.4, -0.3, -0.1], [0.6, -0.1, 0.7], [-0.2, 0.0, -0.2], [0.3, -0.2, -0.3], [0.4, 0.6, 0.3], [-0.3, -0.2, 0.2], [0.1, -0.3, 0.2], [-0.2, -0.5, -0.4], [0.7, 0.8, -0.3], [-1.0, -0.8, 0.1], [0.5, 0.1, -0.2], [-0.4, 0.1, 0.3], [0.9, 0.1, 0.3], [-0.6, 0.0, -0.4], [-0.2, -0.2, 0.1], [-0.5, 0.0, -0.3], [0.2, 0.0, 0.2], [-0.5, 0.6, -0.2], [0.4, -0.2, -0.2], [0.4, -0.4, -0.6], [-0.8, 0.5, 0.5], [0.2, -0.8, -0.2], [-0.9, 0.2, 0.2], [0.7, -0.9, 0.1], [-0.4, 0.8, 0.1], [0.0, 0.0, -0.1], [-0.4, 0.3, -0.6], [0.0, -0.3, 1.2], [0.2, -1.2, 0.1], [0.2, 0.2, 0.2], [0.1, 0.7, -0.4], [-0.4, 0.3, -0.3], [0.0, 0.4, 0.7], [0.2, -0.1, -0.8], [0.1, -0.2, 0.2], [-0.2, 0.2, 0.4], [0.0, 0.0, -0.6], [0.0, 0.0, 0.0], [0.1, 0.2, -0.5], [0.6, -0.2, 0.4], [0.1, 0.1, 0.1], [0.2, 0.2, 0.1], [0.0, -0.1, 0.0], [-0.1, 0.2, -0.2], [-0.2, 0.0, -0.2], [-0.1, -0.1, 0.3], [-0.1, 0.3, -0.1], [0.0, 0.0, 0.2], [0.0, -0.1, -0.2], [0.2, 0.2, 0.1], [-0.1, 0.0, 0.2], [-0.1, -0.1, 0.1], [-0.3, -0.1, 0.1], [0.1, 0.0, -0.1], [0.2, 0.4, 0.0], [-0.1, -0.1, 0.1], [0.1, 0.0, 0.0], [-0.3, -0.2, 0.2], [0.2, 0.1, 0.1], [0.1, -0.1, 0.0], [0.2, 0.1, -0.2], [0.3, 0.2, 0.1], [0.1, -0.2, 0.1], [0.1, -0.1, 0.0], [-0.1, 0.0, 0.0], [0.1, 0.2, -0.1], [0.3, 0.1, -0.5], [-0.3, 0.0, 0.1], [0.2, 0.0, 0.2], [0.1, 0.1, 0.0], [-0.2, 0.0, 0.2], [0.0, -0.1, 0.1], [0.1, 0.1, -0.2], [0.2, -0.1, -0.1], [0.0, 0.0, 0.0], [0.0, 0.3, 0.1], [0.2, 0.2, 0.0], [-0.1, 0.0, 0.0], [-0.1, -0.2, -0.1], [0.0, -0.1, 0.0], [-0.1, 0.0, 0.0], [0.0, -0.2, 0.1], [0.0, 0.0, 0.0], [-0.1, 0.0, 0.0], [0.1, 0.0, -0.2], [-0.1, -0.2, 0.2], [0.0, -0.3, -0.1], [0.0, 0.1, 0.1], [0.0, 0.2, 0.1], [0.0, 0.0, 0.0], [0.0, 0.1, 0.0], [-0.1, 0.1, -0.1], [0.0, 0.1, 0.0], [-0.1, 0.0, 0.0], [0.2, -0.1, -0.1], [-0.2, -0.1, -0.1], [0.0, -0.2, -0.1], [-0.1, 0.0, 0.1], [0.0, 0.1, 0.1], [0.0, 0.0, 0.0], [0.0, 0.0, 0.0], [0.1, 0.1, -0.1], [0.0, 0.0, 0.1], [0.0, -0.1, 0.0], [-0.1, 0.1, 0.0], [0.0, 0.0, -0.1], [0.2, 0.2, -0.2], [0.0, -0.1, 0.0], [0.0, -0.1, 0.1], [-0.1, 0.0, 0.0], [0.0, 0.0, 0.0], [-0.2, 0.0, 0.1], [0.0, 0.0, 0.0], [-0.1, 0.0, 0.0], [0.0, 0.1, -0.1], [0.2, 0.0, -0.1], [0.2, 0.1, -0.1], [0.1, -0.1, 0.0], [-0.1, 0.0, 0.2], [-0.1, 0.0, 0.0], [0.0, 0.0, 0.0], [-0.2, 0.0, 0.0]],
  "smiles": "CCOCCc1c(CCCN)cc(C[C@@H](C)O)c2c1C(=O)c1c(cc(F)c(PP(=O)(O)O)c1/C(Cl)=C(/C)Cl)C2=O.O=C1OCCO1.O=C1OCCO1.O=C1OCCO1.O=C1OCCO1.O=C1OCCO1",
  "max_force_ev_per_a": 1.28,
  "homo_ev": -8.6681
}

2.
{
  "formula": "C17H16Cl2N4O2S",
  "method": "ωB97M-V/def2-TZVPD",
  "species": ["C", "C", "C", "N", "C", "S", "N", "N", "C", "O", "C", "C", "C", "C", "N", "C", "C", "C", "C", "C", "Cl", "C", "C", "Cl", "C", "O", "H", "H", "H", "H", "H", "H", "H", "H", "H", "H", "H", "H", "H", "H", "H", "H"],
  "xyz": [[-1.03280, 4.68329, -0.24330], [-0.21452, 5.47353, 0.42554], [0.55911, 5.09705, 1.65367], [0.47118, 3.69982, 1.98457], [-0.12150, 3.23085, 3.09686], [-0.64454, 4.18719, 4.33701], [-0.35380, 1.88967, 3.16786], [0.18336, 0.98194, 2.26000], [0.68831, -0.19771, 2.69237], [0.82717, -0.46446, 3.87276], [1.07323, -1.13841, 1.60104], [1.66924, -2.31679, 1.96999], [2.05151, -3.26087, 1.00815], [1.81320, -2.97813, -0.30226], [1.22872, -1.82480, -0.68457], [0.97549, -1.59139, -2.10183], [-0.29103, -2.28463, -2.53202], [-1.52164, -1.72341, -2.20651], [-2.71064, -2.33599, -2.55120], [-2.67623, -3.53835, -3.24210], [-4.14463, -4.31924, -3.68856], [-1.46673, -4.12343, -3.58173], [-0.28610, -3.49546, -3.21877], [1.20201, -4.26115, -3.66325], [0.81723, -0.84823, 0.21300], [0.27654, 0.17416, -0.22203], [-1.56161, 5.02752, -1.11474], [-1.22353, 3.66496, 0.05246], [-0.05617, 6.49549, 0.10929], [1.61181, 5.37699, 1.51890], [0.17201, 5.65299, 2.51599], [0.77683, 3.04465, 1.28013], [-0.50127, 1.49570, 4.09244], [-0.08482, 1.05263, 1.27329], [1.83406, -2.49268, 3.02293], [2.52259, -4.18577, 1.29227], [2.08130, -3.65818, -1.09664], [0.86220, -0.51132, -2.22834], [1.82958, -1.94772, -2.67883], [-1.53503, -0.78560, -1.67226], [-3.65566, -1.88708, -2.29188], [-1.44443, -5.05764, -4.11967]],
  "forces_ev_per_a": [[-0.1, 0.0, -0.1], [0.2, 0.0, 0.2], [0.1, 0.3, 0.0], [0.0, -0.5, -0.2], [0.0, 0.0, -0.1], [-0.2, 0.3, 0.6], [0.1, -0.7, 0.1], [-0.1, 0.6, -0.3], [0.0, 0.4, 0.1], [0.0, -0.1, 0.1], [0.1, -0.4, 0.1], [-0.2, 0.4, -0.2], [0.0, -0.1, -0.3], [0.2, -0.4, 0.5], [0.1, 0.1, 0.2], [-0.2, 0.2, -0.5], [0.1, -0.1, -0.1], [0.0, -0.1, -0.1], [0.0, -0.1, 0.0], [0.4, 0.1, 0.1], [-0.2, -0.1, -0.1], [-0.1, 0.0, 0.0], [-0.3, 0.2, 0.1], [0.2, -0.2, -0.1], [0.1, 0.0, 0.2], [-0.2, 0.2, -0.2], [-0.1, 0.1, -0.2], [0.0, -0.2, 0.1], [0.0, 0.1, -0.1], [-0.1, 0.0, 0.1], [0.2, -0.1, -0.1], [0.0, 0.0, 0.1], [0.0, 0.2, -0.2], [0.0, -0.2, 0.3], [0.0, 0.0, 0.1], [0.0, -0.1, 0.0], [0.0, 0.0, -0.1], [0.1, -0.3, 0.0], [-0.1, 0.1, 0.1], [0.0, 0.1, 0.1], [-0.1, 0.0, 0.0], [0.0, -0.1, 0.0]],
  "smiles": "C=CCNC(=S)NNC(=O)c1cccn(Cc2ccc(Cl)cc2Cl)c1=O",
  "max_force_ev_per_a": 0.68,
  "homo_ev": -8.0413,
  "e_above_lowest_kcal_mol": 0.00
}

3.
{
  "formula": "C20H19FN3O3PS2",
  "method": "ωB97M-V/def2-TZVPD",
  "species": ["C", "C", "O", "N", "C", "C", "C", "P", "S", "C", "C", "C", "C", "N", "C", "S", "C", "O", "N", "C", "C", "F", "C", "O", "H", "H", "H", "H", "H", "H", "H", "H", "H", "H", "H", "H", "H", "C", "C", "C", "C", "C", "C", "H", "H", "H", "H", "H", "H"],
  "xyz": [[-0.75707, -0.35963, -2.15023], [-0.00998, -1.30794, -1.06788], [0.60000, -2.30276, -1.52888], [-0.16194, -0.93743, 0.34080], [-0.09285, -2.08988, 1.28686], [0.66478, 0.20527, 0.73701], [2.20866, 0.24389, 0.83653], [3.25194, -1.25647, 0.38034], [3.36021, -2.60723, 1.81763], [2.97375, 1.53630, 1.30349], [2.21181, 2.82613, 1.65472], [0.66361, 2.79057, 1.52520], [-0.10981, 1.52668, 1.10403], [-1.59505, 1.61029, 1.06301], [-1.90231, 2.47740, 0.12963], [-2.36532, 3.08074, -1.35165], [0.19023, 4.25490, 1.92967], [-0.97851, 4.61275, 2.15631], [1.44347, 5.06081, 1.93052], [1.61366, 5.74906, 0.59892], [0.44938, 6.79979, 0.26781], [2.86340, 6.46449, 0.50985], [2.69060, 4.26041, 2.14728], [3.75605, 4.66686, 2.62899], [-1.80866, -0.79945, -2.26855], [-0.85934, 0.66996, -1.67035], [-0.17288, -0.32783, -3.13924], [-1.11386, -2.12845, 1.83111], [0.67641, -1.93169, 2.13264], [0.04193, -3.11036, 0.80476], [4.60917, -0.75769, 0.24689], [2.93041, -1.82779, -0.89826], [4.11986, 1.53340, 1.35461], [1.58125, 4.90519, -0.19002], [0.91085, 7.85244, 0.22897], [-0.38581, 6.83456, 1.04295], [0.07952, 6.56854, -0.78695], [-2.78629, -4.27635, -2.21929], [-3.72625, -5.30132, -2.26457], [-3.56953, -6.42592, -1.46054], [-2.47713, -6.52131, -0.60342], [-1.53914, -5.49465, -0.55545], [-1.69057, -4.37365, -1.36618], [-2.90719, -3.40096, -2.84917], [-4.58158, -5.22395, -2.92790], [-4.29890, -7.22780, -1.50089], [-2.35746, -7.39606, 0.02703], [-0.68813, -5.56872, 0.11428], [-0.95541, -3.57516, -1.33242]],
  "forces_ev_per_a": [[0.5, -0.1, 1.5], [0.8, -0.6, -3.0], [-1.7, 2.8, 2.4], [2.0, -0.4, -0.9], [-1.0, -0.7, 2.2], [0.7, 3.7, 1.0], [-1.7, 3.2, 0.2], [0.9, -0.6, 1.4], [-0.3, 0.5, -0.6], [-2.8, 0.4, -0.1], [-1.5, -4.0, -1.1], [2.4, -1.7, -0.1], [3.2, 0.6, 0.8], [1.1, 3.8, -4.0], [-0.3, -3.2, -0.5], [1.1, -0.9, 4.1], [-1.4, -1.4, -0.3], [4.4, -0.6, -0.8], [0.6, 1.0, -0.1], [-1.1, 1.1, -1.0], [0.6, 0.4, -0.1], [-2.0, -1.7, 0.5], [0.4, -0.8, 0.6], [-4.0, -1.6, -2.0], [1.5, 0.6, 0.0], [0.0, -1.3, -0.9], [-1.0, -0.2, 1.7], [1.5, 0.1, -0.9], [-1.0, -0.3, -1.7], [0.2, 1.6, 0.3], [-1.2, 0.3, -0.4], [-0.1, 0.9, 0.5], [-2.0, -0.1, -0.1], [0.7, 1.4, 0.9], [-0.5, -1.7, 0.1], [1.1, -0.4, -1.2], [0.2, 0.3, 1.6], [0.0, -0.1, 0.1], [0.0, 0.0, 0.0], [0.1, 0.1, 0.0], [0.0, 0.1, -0.1], [-0.1, 0.0, -0.1], [-0.1, 0.0, 0.0], [0.0, -0.1, 0.0], [0.1, 0.0, 0.0], [0.0, 0.1, 0.0], [0.0, 0.1, -0.1], [-0.1, 0.0, -0.1], [-0.3, -0.4, -0.1]],
  "max_force_ev_per_a": 5.61,
  "homo_ev": -8.9605,
  "e_above_lowest_kcal_mol": 0.00
}

4.
{
  "formula": "C4H8O2",
  "method": "ωB97M-V/def2-TZVPD",
  "species": ["C", "C", "O", "C", "C", "O", "H", "H", "H", "H", "H", "H", "H", "H"],
  "xyz": [[-2.06625, -0.39244, -0.51045], [-0.62314, -0.21506, -0.09052], [-0.56168, 0.88991, 0.79533], [0.69549, 1.20586, 1.24411], [1.76728, 0.43484, 1.20688], [2.76171, -0.19190, 1.16075], [-2.42401, 0.50194, -1.02856], [-2.70031, -0.56255, 0.36417], [-2.16285, -1.24920, -1.18419], [-0.24818, -1.12033, 0.41512], [0.02531, -0.02484, -0.95854], [0.78225, 2.17232, 1.72350], [2.20499, -0.60202, -1.87505], [2.54938, -0.84652, -1.26257]],
  "forces_ev_per_a": [[0.0, 0.0, 0.0], [0.0, -0.2, -0.2], [0.0, 0.0, 0.0], [0.2, 0.0, 0.1], [0.6, -0.3, -0.1], [-0.8, 0.5, 0.1], [0.0, -0.1, 0.1], [0.1, 0.0, -0.1], [0.0, 0.1, 0.1], [0.0, 0.1, 0.0], [-0.1, 0.0, 0.1], [0.1, -0.1, 0.0], [0.1, 0.0, 0.0], [0.0, 0.0, -0.1]],
  "smiles": "CCOC=C=O.[H][H]",
  "max_force_ev_per_a": 0.97,
  "homo_ev": -8.3780,
  "e_above_lowest_kcal_mol": 79.54
}

The records above yield electronic energy values of -5044.76088 -2345.50534 -2400.84315 -307.58567 Ha, respectively.